1.
Below is one molecule with the formula C3H3FO3 in a non-equilibrium geometry, with properties calculated with the ωB97M-V functional and the def2-TZVPD basis.

net charge: 0
frontier orbital gap: 10.15 eV
largest force on an atom: 4.3 eV/Å
E_LUMO: 0.4 eV
energy relative to the best compared isomer or geometry (same formula, charge and spin): 81.3 kJ/mol
structure (SMILES): O=C(O)/C(O)=C/F

CARTESIAN COORDINATES (ANGSTROEM)
C -0.06242 -1.21368 0.81927
O 0.80304 1.48260 -1.17490
F -0.41901 -2.49662 0.74781
H -0.34881 -0.44961 -2.16441
H 0.41309 2.56638 0.94103
C -0.23005 -0.48064 -0.25565
O -0.68807 -0.89937 -1.45310
C 0.19802 0.95079 -0.23652
H 0.18562 -1.01320 1.79132
O 0.14859 1.55335 0.98516

2.
Below is a 12-piece molecular cluster, C5H33NO12 overall in a non-equilibrium geometry, with properties calculated with the ωB97M-V functional and the def2-TZVPD basis.

net charge: -1
frontier orbital gap (spin up / spin down): 2.07 / 9.55 eV
largest force on an atom: 8.3 eV/Å
E_LUMO (spin up / spin down): 2.4 / 2.4 eV
2S+1: 2
energy relative to the best compared isomer or geometry (same formula, charge and spin): 308.4 kJ/mol

CARTESIAN COORDINATES (ANGSTROEM)
O -2.44931 -1.91274 2.27730
H 1.26003 2.83513 -2.53603
O 0.24951 1.42251 -0.34438
C 2.45044 0.56791 -0.13799
C 1.89395 -1.31025 -1.64278
H -4.87399 0.28627 -1.34992
H 0.76208 -2.21464 1.16998
H 0.93513 -1.91128 -1.48326
H -3.16124 -2.51802 1.97309
C 1.10352 0.73008 0.54752
H -0.60674 -4.10694 1.59498
H -0.43479 -2.40630 4.96962
H 1.21848 4.32307 1.48452
H 3.52746 0.77376 1.64463
H -0.56917 0.94209 -0.27209
O -2.08015 0.10063 0.19949
O 1.87047 3.57652 1.44246
O 0.28030 3.17804 -2.33185
O -0.41357 3.14688 -4.93615
H 3.60830 2.09653 0.73059
O -4.03336 -3.33600 0.71963
H 2.44527 1.30055 -1.05448
H 2.72661 -1.51521 0.43452
O 0.11344 -1.87706 4.28603
H 0.72448 -0.25121 0.73582
O -1.49460 -4.40139 1.28229
O 0.63536 -2.80771 1.80125
H -1.44994 -4.27466 0.34709
O -4.03593 0.20976 -1.73916
H 0.62361 -2.59577 2.67705
H -3.32619 -4.00377 1.04952
H -0.90449 5.07293 0.29800
H -0.22625 3.04457 -4.01872
H -4.00652 -0.10983 -2.58026
H 1.60350 -1.44515 -3.71244
C 2.21981 -1.10256 -2.91328
H 0.07501 2.33167 -5.19488
H 3.04540 -0.54683 -3.36311
H 3.81671 -0.95348 -0.72171
C 2.76083 -0.92974 -0.41913
N 3.65320 1.02847 0.67940
H -4.67901 -4.04229 0.44250
H -0.64674 -1.33732 3.94829
O -0.04365 5.42488 0.66366
H -2.21778 -0.68969 0.65237
H 1.37094 2.82701 1.03157
H -0.08019 2.63491 -1.74225
H -1.67579 -2.55439 2.25954
H -3.02615 0.13821 -0.17567
H 0.34320 5.85350 -0.12235
H 1.11849 1.30838 1.44919

3.
Below is a 5-piece molecular cluster, C20H55N5O5 overall in a non-equilibrium geometry, with properties calculated with the ωB97M-V functional and the def2-TZVPD basis.

net charge: -1
frontier orbital gap (spin up / spin down): 1.58 / 8.86 eV
largest force on an atom: 4.6 eV/Å
E_LUMO (spin up / spin down): 2.5 / 2.5 eV
2S+1: 2
energy relative to the best compared isomer or geometry (same formula, charge and spin): 136.8 kJ/mol

CARTESIAN COORDINATES (ANGSTROEM)
H 6.08396 1.43253 0.21546
H 1.10907 -4.74701 0.13301
H 5.63111 0.85892 2.22327
H -6.42094 -2.18357 -1.19010
H -1.51831 5.67615 0.52125
H -1.08156 -0.04045 -3.36500
C -2.08233 0.66501 1.98715
H -2.80250 -2.40440 -1.49684
H -0.81831 2.93202 2.23546
H -0.06269 -0.33540 -0.64906
C 5.33487 3.32847 0.14339
H 3.75656 0.18070 0.71961
C -1.65065 3.20220 1.58560
H -8.43128 -2.34972 2.04782
C -0.09421 1.63117 -1.71281
C 0.08545 3.44875 -3.30191
H -2.70310 -0.18762 2.26240
C -0.03290 0.03565 -1.67353
H -8.51318 -1.59658 0.57389
H 5.81889 2.52664 2.32787
H -4.09854 1.04972 0.78504
O -4.43036 -2.26843 -0.27208
H -4.32276 2.58549 0.80697
H -1.28184 3.32788 0.56761
H 1.20774 -1.46739 -2.59373
C 5.18360 1.91902 0.59065
N 1.93716 -4.79351 -0.44335
O -2.36515 4.36100 1.98582
H -2.87414 6.29758 1.55805
N -6.25589 -0.76835 1.35000
H 4.09715 0.55492 -0.77685
N 5.27942 1.76372 1.94444
H 3.58848 -6.50697 -0.09404
C 2.90289 -3.83865 0.00301
H -1.95152 -0.23310 -2.02921
H -8.31910 -3.37917 0.65021
H 6.68538 4.91980 -1.93496
C -3.89122 -2.40325 -1.54982
H 7.78031 5.41037 -0.79223
C -6.50476 -2.15424 0.97968
O -0.12268 2.06311 -3.07750
H -3.31712 2.07117 2.64998
H 1.36618 -2.36145 -0.48114
H 3.93129 -3.45710 1.86834
C 3.51091 -4.33499 1.37775
H -0.87795 3.91233 -3.08962
H -4.21097 -1.53818 -2.13077
N -1.11092 -0.54791 -2.49224
H 3.51909 -3.51242 -0.83482
C 1.23003 -0.40379 -2.35637
C -7.98857 -2.42238 1.05443
C 6.77980 4.98183 -0.85082
H -5.90625 -3.67112 -0.37170
C 3.98584 1.09101 0.16566
H 3.58815 -6.95052 1.63375
H 6.07072 5.66687 -0.38604
H 1.26068 -2.90247 1.21547
C 4.20187 -6.60568 0.80156
H -3.29329 5.15382 0.33038
H 4.76281 3.28570 -0.78344
H 0.66558 2.04291 -1.04851
H 0.78069 3.88096 -2.58222
H -6.05655 -2.73125 1.78856
H -1.01663 2.01228 -1.27462
H -6.02889 -0.63843 2.32554
H 2.30844 -5.72497 -0.32240
O 4.54463 -5.33094 1.21654
N -3.59197 1.91025 0.63348
H 2.72107 -4.66967 2.05023
C 1.93712 -2.68754 0.38822
H 4.94817 -7.35740 0.54455
H 3.07247 1.68501 0.19788
H -1.51936 0.47197 1.07397
C -2.47859 5.45692 0.98804
O 6.65793 3.76385 0.01688
C -2.68130 2.01340 1.76652
H -1.40571 0.71561 2.84022
H -4.19671 -3.36937 -1.95156
H -5.42258 -0.61153 0.80128
H 1.49501 0.22599 -3.20565
C -5.85233 -2.58267 -0.35016
H 2.60340 -1.85102 0.59894
H 4.86090 3.97666 0.88047
H 2.03897 -0.37898 -1.62624
H 0.26182 3.81024 -4.31498

no.,energy (Ha)
1,-441.667076
2,-1167.802066
3,-1444.696909